# C37H82AlCl2N8O9

C37H82AlCl2N8O9 as an isolated structure (ωB97M-V/def2-TZVPD, OMol25).

Orbital gap = 6.1 eV
Spin multiplicity = 1
Energy = -3737.214587 a.u.
E_LUMO = 1.69 eV
Charge = -1
M = 880.998 g/mol

Last column: Löwdin charge in e.
Geometry (Å):
Cl  -0.3335  -0.6156  -5.8298  0.464
Cl  -2.5796  -1.2708  -3.5817  0.517
Al  -0.5198  -2.8230  -1.6822  0.188
O  6.7657  1.1766  -5.0885  0.006
O  -8.5316  -2.5662  8.0539  0.021
O  10.9809  -1.7728  -5.2791  0.026
O  3.6282  2.9144  -2.5617  0.020
O  -0.9291  0.9345  4.9475  0.041
O  1.2693  -3.1163  -1.5293  -0.261
O  -7.0658  3.7713  -2.2351  0.036
O  8.4261  0.4534  0.0877  0.020
O  -7.0843  -2.5109  2.0747  0.028
N  11.8914  -3.6953  -4.5697  0.006
N  -0.2687  3.0285  5.3993  0.005
N  7.1223  0.4459  1.9074  0.014
N  -7.4202  -3.2378  4.1700  0.003
N  -10.3499  -3.4278  9.0432  0.006
N  8.8697  0.9532  -4.3244  0.019
N  -9.2967  3.6675  -2.4090  0.001
N  4.2587  4.1248  -4.3396  0.003
C  3.6575  1.7777  -4.6754  -0.017
C  0.1025  -1.1274  -4.0965  -0.776
C  8.6648  2.3224  1.5642  -0.011
C  1.3643  1.1972  5.5604  -0.013
C  10.1354  -3.7700  -6.2837  -0.008
C  -0.0539  -0.7941  0.4144  -0.264
C  -6.6104  -2.8387  3.1497  -0.544
C  0.6645  4.0703  5.7740  -0.087
C  -3.8954  1.5317  -0.0517  -0.099
C  3.8369  2.9623  -3.7639  -0.548
C  -10.5630  3.3215  -3.0204  -0.088
C  -4.6914  0.5256  -0.4209  -0.326
C  -5.1229  -2.8230  3.4107  0.000
C  -1.3914  1.4195  0.2568  -0.169
C  -1.2157  -1.5913  -0.2052  -0.236
C  7.0012  0.3645  -2.8585  0.003
C  -4.9132  -0.6710  0.4859  -0.067
C  -7.0505  -3.6607  5.5121  -0.074
C  -11.7632  -3.7047  9.2093  -0.080
C  6.5739  0.9498  3.1511  -0.075
C  0.9747  1.3700  1.0984  -0.076
C  -9.7425  -2.7110  8.0598  -0.542
C  -10.6221  -2.1135  6.9865  -0.006
C  -7.9142  2.6825  -4.1876  -0.012
C  4.5677  4.3658  -5.7336  -0.085
C  0.2892  0.1498  -3.2933  -0.149
C  7.5265  0.8649  -4.1799  -0.535
C  -8.0379  3.4144  -2.8726  -0.556
C  12.0796  -5.1316  -4.5135  -0.080
C  -5.3746  0.5234  -1.7705  -0.061
C  11.0267  -2.9896  -5.3476  -0.541
C  -2.7801  1.3977  0.9434  -0.194
C  8.0753  1.0042  1.1192  -0.543
C  9.8925  0.6271  -3.3456  -0.070
C  -0.9463  -2.0559  -3.5406  -0.737
C  -0.3739  0.5728  1.0473  -0.355
C  -0.0365  1.6901  5.2774  -0.557
H  0.9160  0.8290  -3.8691  0.043
H  -6.0369  1.3879  -1.8534  0.055
H  -4.8884  -0.3158  1.5113  0.071
H  -5.9411  -0.3975  -1.8897  0.070
H  -7.3975  -4.6845  5.6783  0.082
H  9.4945  -4.4536  -5.7259  0.087
H  -7.5184  -3.0122  6.2567  0.048
H  -12.1134  -3.3080  10.1639  0.081
H  -1.0674  2.4613  0.2492  0.101
H  5.4986  1.1030  3.0490  0.085
H  1.6473  3.6544  5.9679  0.068
H  4.4215  3.4651  -6.3184  0.073
H  -2.8094  2.1787  1.7105  0.105
H  11.8750  -5.4975  -3.5059  0.083
H  -1.2265  -4.2714  -1.5459  -0.066
H  -4.7666  -3.8225  3.6634  0.085
H  -1.9642  -0.9538  -0.6841  0.013
H  -0.6490  0.6569  -3.0925  0.060
H  0.8439  -0.1046  -2.3898  0.067
H  -4.8806  -2.1397  4.2258  0.089
H  -5.8738  -1.1334  0.2806  0.062
H  1.8228  0.6857  1.0646  0.062
H  4.6091  1.5286  -5.1474  0.052
H  -8.3835  3.2510  -4.9921  0.080
H  4.3595  4.8846  -3.6865  0.131
H  0.7495  4.8052  4.9711  0.082
H  1.0543  -1.6401  -4.1977  0.089
H  6.7469  0.2317  3.9546  0.082
H  13.1094  -5.3856  -4.7716  0.081
H  -8.3976  -3.2262  3.9273  0.127
H  7.3605  -0.6456  -2.6607  0.090
H  -4.1390  -1.4250  0.3188  0.075
H  1.0243  2.0525  1.9475  0.055
H  9.4467  0.2897  -2.4149  0.061
H  -11.9383  -4.7819  9.1973  0.082
H  0.3413  -1.4182  1.2219  0.108
H  -4.0409  2.5018  -0.5235  0.110
H  1.0120  1.9439  0.1720  0.068
H  -11.1473  4.2238  -3.2148  0.078
H  -5.9740  -3.6315  5.6419  0.074
H  10.5007  1.5123  -3.1435  0.080
H  -9.9922  -1.5781  6.2825  0.084
H  11.4140  -5.6343  -5.2063  0.070
H  -1.0257  -2.8956  -4.2301  0.037
H  12.4545  -3.1162  -3.9673  0.138
H  -0.7033  0.4709  2.0817  0.112
H  -12.3409  -3.2506  8.4119  0.070
H  -11.1635  -2.8949  6.4515  0.085
H  3.9227  5.1531  -6.1317  0.077
H  -2.8624  0.4443  1.4605  0.091
H  -6.8620  2.5511  -4.4192  0.085
H  -8.3805  1.6988  -4.1186  0.086
H  -1.7337  -2.1967  0.5416  0.037
H  5.9158  0.3497  -2.9014  0.080
H  -1.4726  1.0600  -0.7668  0.098
H  9.1613  1.2802  -5.2316  0.136
H  7.0356  1.8932  3.4220  0.069
H  -9.3079  4.1546  -1.5274  0.136
H  -11.1382  2.6744  -2.3550  0.080
H  5.6077  4.6818  -5.8390  0.078
H  7.3118  1.0156  -2.0433  0.068
H  -4.6164  -2.4875  2.5118  0.064
H  6.7659  -0.4270  1.5497  0.144
H  2.0793  1.6575  4.8770  0.078
H  9.4019  2.6339  0.8307  0.080
H  7.8901  3.0868  1.6317  0.085
H  1.3831  0.1221  5.4134  0.083
H  -9.7071  -3.7988  9.7249  0.139
H  10.7308  -4.3388  -6.9991  0.083
H  2.9058  1.9931  -5.4375  0.088
H  -4.5977  0.5866  -2.5268  0.045
H  -10.4067  2.8010  -3.9589  0.068
H  0.7792  -0.6880  -0.2849  0.062
H  9.5093  -3.0688  -6.8260  0.085
H  3.3223  0.9230  -4.0954  0.076
H  -1.2191  3.2899  5.1894  0.138
H  -11.3377  -1.4135  7.4190  0.084
H  0.3175  4.5813  6.6749  0.078
H  1.6526  1.4194  6.5893  0.079
H  1.7713  -2.3047  -1.6602  -0.023
H  9.1535  2.2191  2.5339  0.081
H  10.5317  -0.1575  -3.7495  0.050


# C37H83ClF3N5O19S

A 8-piece molecular cluster, C37H83ClF3N5O19S overall (ωB97M-V/def2-TZVPD, OMol25).

Orbital gap (alpha / beta) = 7.4 / 4.1 eV
Spin multiplicity = 2
Energy = -4320.187962 a.u.
E_LUMO (alpha / beta) = 2.15 / -1.13 eV
Charge = -1
M = 1026.601 g/mol

Last column: Mulliken spin population.
Geometry (Å):
Cl  1.0087  -0.2807  0.3067  0.001
S  1.9968  2.2861  3.9495  -0.092
F  -0.4230  3.2671  4.5357  -0.002
F  -0.4350  1.0955  4.2772  -0.001
F  0.3141  1.9618  6.1236  -0.001
O  2.0450  -1.5842  4.6191  -0.001
O  -0.3087  -0.0289  0.8085  -0.003
O  3.5948  -4.9056  -0.5434  0.000
O  1.8961  0.0383  1.3663  0.007
O  1.8531  2.7386  2.5401  0.583
O  0.6653  4.9275  2.2352  0.017
O  1.3532  -5.0729  -0.0889  0.000
O  2.6720  3.3146  4.6321  0.200
O  6.4705  -3.4021  2.7658  0.000
O  1.8075  5.7738  0.0510  0.000
O  5.5921  1.9857  -4.7446  0.000
O  0.4931  -2.2718  -4.8392  0.000
O  1.1726  -1.6670  0.0692  0.001
O  1.8912  -4.6400  -2.1936  0.000
O  -3.8769  -3.5069  4.1807  0.000
O  1.3376  0.5196  -0.8456  -0.002
O  2.6711  0.9751  4.1099  0.303
O  -2.2699  0.1121  -2.6265  0.000
O  -3.7273  4.0251  0.0548  0.000
N  0.6041  3.3599  0.0176  0.002
N  3.8653  -1.7668  2.4946  0.002
N  3.4779  0.0543  -4.7305  0.000
N  -4.4120  -2.8767  3.0554  0.000
N  -2.5640  3.0243  -2.4146  0.000
C  2.4210  -4.7862  -0.8673  0.000
C  -5.1912  -5.0655  1.9358  0.000
C  0.5138  -4.8752  -2.1764  0.000
C  3.3039  1.3858  -5.4076  0.000
C  -3.6700  4.8028  -1.1838  0.000
C  -4.7820  3.0138  -0.0283  0.000
C  1.0979  -1.3331  5.6555  0.001
C  1.4336  -1.2807  -5.3665  0.000
C  -1.5216  0.9433  -3.4868  0.000
C  -5.0455  -1.8649  0.4634  0.001
C  -4.0888  -1.1203  1.3596  -0.003
C  4.8740  -2.0353  1.4198  0.000
C  -6.0420  -2.7212  1.1920  -0.001
C  -1.7286  -1.1068  -2.3197  0.000
C  0.2413  4.3485  -1.0836  0.000
C  -2.1190  2.3755  -3.7053  0.000
C  1.6748  -2.5870  3.6870  0.000
C  5.7646  -3.2356  1.5742  0.000
C  6.8632  2.4837  -5.0472  0.000
C  -0.5265  3.3146  0.9524  -0.005
C  0.1267  -4.6945  -0.6781  0.000
C  0.7201  5.7688  -0.8079  0.000
C  -0.3755  -2.7954  -5.8221  0.000
C  3.0890  -2.9252  3.0347  0.000
C  -6.6533  -3.8110  3.3776  0.000
C  -3.6466  3.9789  -2.5116  0.000
C  2.2926  -0.6568  -4.2661  0.000
C  -5.4826  -3.5942  2.3473  0.000
C  4.6479  2.0531  -5.8224  0.000
C  -2.5957  -1.1542  3.2094  -0.001
C  0.2220  2.1288  4.7521  -0.019
C  7.3357  -4.4948  2.8647  0.000
C  -3.3377  -2.1289  2.3260  0.001
C  -2.3416  -3.0230  1.5572  -0.001
C  0.5129  6.1035  3.0349  -0.001
C  -0.6612  4.5730  1.8068  0.003
C  2.5318  7.0264  0.0007  0.000
H  -4.6403  -0.3093  1.8352  0.000
H  -2.8241  2.2012  -1.8903  0.000
H  -0.6459  -5.3919  -0.3541  0.000
H  1.8129  7.7487  0.3872  0.000
H  -6.0341  -5.7034  1.6698  0.000
H  0.6424  4.0810  -2.0613  0.000
H  -5.5831  -1.2743  -0.2784  0.000
H  -4.4052  -2.5206  -0.1267  0.000
H  -0.4144  2.5589  1.7299  0.001
H  0.7798  6.3885  -1.7026  0.000
H  -2.0302  -1.6870  3.9739  0.000
H  0.9538  -0.4416  -5.8703  0.000
H  -0.7229  -3.7354  -5.3935  0.000
H  2.7648  2.0353  -4.7180  0.000
H  -4.0684  -2.8809  4.8829  0.000
H  -3.4150  4.6695  -3.3225  0.000
H  -1.1565  -2.0555  -5.9971  0.000
H  2.0761  -1.7815  -6.0906  0.000
H  2.6665  1.1669  -6.2643  0.000
H  7.6489  2.3053  -4.3130  0.000
H  -2.8761  -3.6912  0.8818  0.000
H  -1.8475  -3.6103  2.3312  0.000
H  -4.5491  5.4460  -1.1442  0.000
H  -4.6301  2.2041  -0.7420  0.000
H  1.3300  -3.3821  4.3480  0.000
H  1.3887  -0.5969  6.4050  0.000
H  0.1368  -1.1392  5.1792  0.000
H  -6.5324  -3.4086  0.5027  0.000
H  -4.5064  -5.0154  1.0892  0.000
H  2.5933  -1.4517  -3.5836  0.000
H  -1.5572  -2.4281  1.0894  0.001
H  -4.6517  -5.5171  2.7683  0.000
H  -1.4545  -1.6436  -3.2279  0.000
H  -2.9902  2.3038  -4.3565  0.000
H  5.0330  1.4404  -6.6375  0.000
H  -4.7612  2.5894  0.9755  0.000
H  0.2706  -5.8603  -2.5745  0.000
H  -7.4835  -4.4556  3.0889  0.000
H  0.1210  6.9509  2.4723  0.002
H  1.4903  6.3257  3.4631  0.000
H  -4.6187  3.5281  -2.7114  0.000
H  -0.4825  0.9159  -3.1588  0.000
H  3.9753  -0.5160  -5.3994  0.000
H  -1.1749  5.3584  1.2524  0.001
H  -0.0264  5.8262  3.9406  0.001
H  7.7244  -4.5415  3.8819  0.000
H  3.2404  -1.3125  1.8440  0.000
H  0.8358  -2.2428  6.1957  0.000
H  -2.3308  -1.7802  -1.7097  0.000
H  -6.3037  -4.2723  4.3013  0.000
H  7.2181  2.0298  -5.9725  0.000
H  0.8617  -2.3288  3.0086  0.001
H  -5.7972  3.3998  -0.1202  0.000
H  8.2285  -4.4025  2.2461  0.000
H  -0.1551  -3.6772  -0.4064  0.000
H  -0.7291  -1.0813  -1.8856  0.000
H  5.4653  -1.1577  1.1585  0.000
H  -1.3116  4.2467  2.6183  0.002
H  -3.3387  -0.5956  0.7679  0.002
H  -1.4666  3.2321  0.4070  0.000
H  4.3868  -2.0622  0.4451  0.000
H  6.5155  -3.1772  0.7863  0.000
H  6.7366  3.5625  -5.1382  0.000
H  -1.4127  0.5763  -4.5074  0.000
H  -7.2217  -2.9416  3.7081  0.000
H  1.7041  0.0482  -3.6789  0.000
H  -2.8464  5.5148  -1.1307  0.000
H  -0.0063  6.3252  -0.2155  0.000
H  5.2998  -4.1982  1.3611  0.000
H  2.8410  7.3604  -0.9897  0.000
H  -1.9588  -0.4352  2.6940  0.001
H  6.8514  -5.4577  2.7020  0.000
H  -3.3430  -0.4820  3.6310  0.000
H  0.4967  2.4568  -0.4215  0.000
H  3.5562  6.9263  0.3596  0.000
H  -6.7872  -1.9804  1.4817  0.000
H  -1.3780  2.9993  -4.2052  0.000
H  0.0524  -3.9811  -2.5958  0.000
H  0.0884  -2.9292  -6.7994  0.000
H  -0.8455  4.4005  -1.1486  0.000
H  4.4915  3.0795  -6.1540  0.000
H  3.5260  -3.5549  3.8096  0.000
H  2.8874  -3.5799  2.1869  0.000